This record from OMol25 describes the ion C14H30BO4 with charge -1. The level of theory is ωB97M-V/def2-TZVPD.

Its charge is -1. Its largest force on an atom is 1.485 eV/Å. The total energy comes out at -877.29883 Eh. The gap between HOMO and LUMO comes out at 7.0 eV.

Structure (XYZ):
```
49
Properties=species:S:1:pos:R:3:forces:R:3:nbo_charge:R:1
C 6.138 -0.087 0.824 -0.8 -0.4 -0.1 -0.651
C 5.779 -0.151 -0.662 0.7 0.2 0.0 -0.061
O 4.907 0.871 -1.083 -0.1 0.0 0.1 -0.534
C 3.601 0.760 -0.537 -0.3 -0.1 -0.3 -0.065
C 2.709 -0.254 -1.241 -0.4 0.2 0.0 -0.429
C 1.440 -0.514 -0.417 0.0 0.3 0.2 -0.405
C 0.250 0.376 -0.823 0.3 0.0 -0.2 -0.368
C -0.855 -0.404 -1.542 -0.1 0.3 0.8 -0.706
B -1.943 -1.178 -0.565 -0.4 -0.9 -1.1 0.840
C -3.491 -0.953 -1.108 0.8 0.6 0.1 -0.688
C -3.978 0.494 -1.092 -0.5 -0.5 0.4 -0.386
C -4.058 1.092 0.324 -0.5 0.6 -0.6 -0.418
C -2.875 1.976 0.600 0.2 -0.4 0.7 -0.062
O -3.081 2.763 1.781 0.1 0.1 -0.1 -0.559
C -1.858 3.027 2.433 -0.4 -0.4 0.0 -0.242
O -1.727 -0.994 0.892 -0.4 0.3 0.0 -0.761
C -1.998 -2.252 1.466 0.9 -0.1 -0.5 -0.082
C -1.262 -3.167 0.468 -0.1 0.4 0.8 -0.068
O -1.732 -2.698 -0.745 0.4 -0.1 -0.1 -0.739
H 5.512 -0.786 1.373 0.0 -0.2 0.3 0.205
H 5.896 0.890 1.222 0.3 0.4 0.0 0.218
H 7.176 -0.339 1.000 0.2 0.0 0.1 0.206
H 5.412 -1.142 -0.930 -0.3 -0.1 0.0 0.161
H 6.694 -0.014 -1.233 0.0 0.1 -0.2 0.173
H 3.607 0.556 0.536 0.3 -0.1 0.1 0.155
H 3.139 1.736 -0.657 0.0 0.3 0.1 0.186
H 2.388 0.208 -2.170 0.1 -0.2 -0.4 0.201
H 3.240 -1.169 -1.490 0.2 -0.1 0.1 0.193
H 1.138 -1.554 -0.469 0.0 -0.2 0.0 0.219
H 1.672 -0.298 0.627 0.0 -0.2 0.2 0.183
H 0.637 1.159 -1.481 0.1 0.2 0.0 0.163
H -0.115 0.886 0.065 -0.2 0.0 0.1 0.193
H -0.368 -1.173 -2.138 0.0 -0.2 -0.2 0.204
H -1.363 0.253 -2.248 -0.1 0.2 -0.1 0.185
H -3.485 -1.300 -2.143 0.0 -0.2 -0.2 0.196
H -4.199 -1.591 -0.575 -0.1 -0.1 0.2 0.183
H -4.966 0.553 -1.554 -0.2 0.1 0.0 0.175
H -3.338 1.125 -1.704 0.2 0.1 -0.2 0.181
H -4.146 0.324 1.084 0.1 -0.2 0.1 0.211
H -4.950 1.717 0.388 -0.2 0.1 0.1 0.183
H -2.021 1.321 0.761 0.2 0.0 -0.1 0.202
H -2.666 2.621 -0.252 0.0 0.3 -0.1 0.148
H -1.484 2.114 2.904 0.2 -0.1 0.0 0.169
H -2.028 3.757 3.217 -0.1 0.2 0.0 0.171
H -1.106 3.387 1.733 0.2 0.2 -0.1 0.159
H -1.583 -2.235 2.472 -0.2 -0.3 0.3 0.153
H -3.055 -2.521 1.432 -0.3 0.1 0.3 0.144
H -0.197 -2.949 0.663 0.3 -0.2 -0.3 0.119
H -1.406 -4.243 0.589 -0.2 -0.1 0.0 0.145
```
Forces are in eV/Å.

***

This record from OMol25 describes a cluster of 2 separate species, C3H7FN3 in total. The level of theory is ωB97M-V/def2-TZVPD.

Its charge is +1. Its largest force on an atom is 4.692 eV/Å. As for the relative energy (zero: lowest compared OMol25 entry of this formula, charge and spin): 472.45 kJ/mol. The total energy comes out at -382.21318 Eh. The gap between HOMO and LUMO (alpha / beta) comes out at 7.8 / 10.4 eV.

Structure (XYZ):
```
14
Properties=species:S:1:pos:R:3:forces:R:3:nbo_charge:R:1
C 0.381 -0.049 0.296 -0.8 -1.3 -0.3 0.475
C -3.549 0.437 -2.607 -2.1 1.4 -3.3 0.390
C 1.843 0.022 0.598 0.8 0.7 1.0 -0.669
N -0.018 -0.146 -0.942 0.1 0.1 2.0 -0.270
N -2.474 -0.107 -2.666 2.7 -1.2 1.5 -0.279
N -0.349 -0.099 1.461 -2.8 -0.8 -3.7 -0.732
F -4.116 1.312 -1.851 0.0 0.6 2.3 -0.265
H -4.090 0.470 -3.558 -0.4 -0.8 -0.3 0.195
H 1.749 0.707 1.468 1.0 -0.1 -0.4 0.252
H 2.250 -0.950 1.025 -0.6 1.0 -1.0 0.285
H 2.470 0.512 -0.170 -0.4 -0.7 0.4 0.275
H -0.624 -0.187 -1.796 0.1 0.1 0.6 0.484
H 0.119 -0.263 2.313 0.7 -0.1 0.8 0.426
H -1.329 -0.499 1.389 1.7 0.9 0.3 0.431
```
Forces are in eV/Å.

***

This record from OMol25 describes a cluster of 2 separate species, C4H7NO in total. The level of theory is ωB97M-V/def2-TZVPD.

Its largest force on an atom is 4.637 eV/Å. The SMILES is C=[N+](C)[O-].C#C. As for the relative energy (zero: lowest compared OMol25 entry of this formula, charge and spin): 601.93 kJ/mol. The total energy comes out at -286.40238 Eh. The gap between HOMO and LUMO comes out at 10.0 eV.

Structure (XYZ):
```
13
Properties=species:S:1:pos:R:3:forces:R:3:nbo_charge:R:1
C -1.651 0.614 -0.985 -0.9 -1.1 -0.2 -0.242
N -1.147 0.208 0.127 -1.7 -4.3 -0.5 0.152
C -1.396 -1.266 0.438 -1.8 0.3 3.8 -0.462
O -0.482 0.788 0.977 1.3 1.4 0.7 -0.511
H -2.438 0.013 -1.530 1.5 0.8 0.7 0.211
H -1.243 1.529 -1.239 -0.1 2.0 -1.0 0.204
H -2.364 -1.355 1.189 2.6 0.4 -1.7 0.214
H -1.632 -1.884 -0.380 -0.2 -0.3 -1.4 0.205
H -0.504 -1.680 0.963 -0.7 0.7 -0.4 0.237
C 3.679 0.523 -0.247 -2.5 1.5 2.9 -0.258
C 2.844 0.862 0.591 1.2 -1.3 -2.5 -0.224
H 4.469 0.651 -0.898 1.2 -0.4 -1.0 0.220
H 1.866 0.998 0.994 0.0 0.1 0.6 0.254
```
Forces are in eV/Å.

***

This record from OMol25 describes a structure of composition C5H10NO2. The level of theory is ωB97M-V/def2-TZVPD.

Its charge is +1. Its largest force on an atom is 4.786 eV/Å. As for the relative energy (zero: lowest compared OMol25 entry of this formula, charge and spin): 202.03 kJ/mol. The total energy comes out at -401.44805 Eh. The gap between HOMO and LUMO comes out at 10.3 eV.

Structure (XYZ):
```
18
Properties=species:S:1:pos:R:3:forces:R:3:nbo_charge:R:1
C -0.129 -0.487 -0.007 3.1 1.1 3.1 -0.139
C -0.585 0.555 -0.693 -0.5 -0.6 -0.5 0.352
C 1.240 -0.430 1.426 -3.3 -1.3 -3.2 0.709
C -1.596 0.469 -1.800 0.0 0.2 0.1 -0.693
C 1.792 0.866 1.733 0.6 0.6 0.5 -0.761
N -0.389 -1.898 -0.094 0.0 -0.2 -0.2 -0.710
O 1.387 -1.552 1.784 0.4 0.4 0.3 -0.524
O -0.127 1.778 -0.369 0.0 0.1 0.1 -0.651
H -2.592 0.697 -1.417 0.0 0.0 0.0 0.254
H -1.619 -0.517 -2.258 0.0 0.0 0.0 0.227
H -1.361 1.201 -2.572 0.0 -0.1 -0.1 0.246
H 2.236 1.287 0.831 0.0 -0.1 -0.1 0.286
H 2.534 0.789 2.526 0.0 0.0 0.0 0.265
H 0.990 1.546 2.017 -0.1 -0.1 0.0 0.287
H -1.356 -2.162 0.119 0.2 0.0 0.0 0.440
H 0.252 -2.287 0.671 -0.3 0.1 -0.4 0.467
H -0.122 -2.316 -0.996 -0.1 0.0 0.3 0.439
H -0.555 2.462 -0.901 0.0 -0.1 0.0 0.504
```
Forces are in eV/Å.

***

This record from OMol25 describes a cluster of 5 separate species, C24H39INO12 in total. The level of theory is ωB97M-V/def2-TZVPD.

Its charge is +1. Its largest force on an atom is 0.870 eV/Å. As for the relative energy (zero: lowest compared OMol25 entry of this formula, charge and spin): 37.52 kJ/mol. The total energy comes out at -2193.06167 Eh. The gap between HOMO and LUMO comes out at 8.5 eV.

Structure (XYZ):
```
77
Properties=species:S:1:pos:R:3:forces:R:3:mulliken_charge:R:1
C 4.918 -0.133 -0.245 -0.1 0.1 -0.2 -1.432
C 3.735 0.065 -1.211 0.5 -0.5 0.0 -0.254
C 2.439 -0.636 -0.795 -0.2 0.7 -0.1 0.297
C 1.469 0.368 -0.165 0.3 -0.2 0.3 -0.850
C 0.133 -0.219 0.279 -0.8 0.0 0.0 0.255
I 0.273 -1.105 2.244 0.3 -0.1 -0.1 0.232
C -1.022 0.828 0.335 -0.2 -0.1 0.8 0.115
C -1.897 0.514 -0.796 0.6 0.2 0.0 -0.323
N -1.595 -0.621 -1.298 -0.6 -0.1 -0.1 0.119
C -0.447 -1.290 -0.693 0.8 0.3 -0.1 -0.100
H 4.594 -0.506 0.725 0.0 0.1 0.1 0.346
H 5.471 0.794 -0.109 0.0 0.0 0.1 0.350
H 5.629 -0.850 -0.652 0.0 -0.1 0.1 0.367
H 3.556 1.122 -1.391 -0.1 0.1 0.0 0.255
H 4.024 -0.371 -2.167 0.0 0.2 -0.1 0.068
H 2.637 -1.437 -0.082 0.0 -0.2 -0.1 0.352
H 1.994 -1.042 -1.702 0.0 -0.2 0.0 -0.350
H 1.311 1.211 -0.842 -0.1 -0.1 -0.2 0.348
H 1.958 0.785 0.717 -0.1 0.2 0.0 0.363
H -1.654 0.635 1.218 0.0 0.1 0.0 -0.446
H -0.766 1.878 0.456 0.3 0.0 -0.3 0.514
H -2.687 1.141 -1.183 -0.2 -0.1 -0.1 0.541
H -2.091 -1.048 -2.068 -0.2 0.1 -0.1 0.171
H 0.228 -1.510 -1.516 0.1 -0.2 0.1 -0.319
H -0.708 -2.214 -0.190 -0.4 -0.1 -0.1 0.381
C -3.690 -1.105 3.533 0.0 -0.3 -0.2 -0.718
C -4.326 -0.853 4.874 0.0 0.0 -0.2 0.603
C -3.457 -1.133 6.079 0.0 0.1 0.1 -0.454
O -4.427 -1.437 7.086 0.1 0.0 0.0 -0.351
C -5.526 -1.937 6.461 0.1 0.0 -0.1 0.571
O -6.440 -2.451 7.008 -0.1 -0.1 0.1 -0.501
O -5.419 -1.759 5.119 0.0 0.1 0.0 -0.430
H -4.456 -1.231 2.767 -0.1 0.1 0.0 0.380
H -3.044 -0.269 3.267 -0.1 -0.1 0.1 -0.151
H -3.089 -2.017 3.545 0.0 0.0 0.1 0.345
H -4.728 0.164 4.918 0.0 0.0 0.0 0.265
H -2.846 -0.289 6.391 -0.1 0.0 0.1 0.198
H -2.820 -2.009 5.933 0.0 0.0 -0.1 0.346
C 5.544 1.232 -6.202 0.0 0.2 0.0 -1.523
C 4.277 1.002 -5.419 0.2 0.0 -0.1 0.810
C 2.984 1.323 -6.134 -0.1 -0.1 0.0 -0.561
O 2.112 1.652 -5.038 0.0 0.1 -0.1 -0.310
C 2.883 2.117 -4.032 0.1 -0.1 -0.1 0.629
O 2.460 2.629 -3.043 -0.2 0.1 0.2 -0.582
O 4.187 1.909 -4.293 -0.1 -0.1 0.0 -0.361
H 6.394 1.326 -5.527 0.0 -0.1 0.0 0.374
H 5.727 0.397 -6.877 0.0 0.0 0.0 0.390
H 5.485 2.148 -6.791 0.0 0.0 0.0 0.358
H 4.250 -0.015 -5.019 -0.1 0.0 0.0 0.164
H 2.575 0.492 -6.702 -0.1 0.0 0.1 0.260
H 3.074 2.202 -6.776 0.1 0.0 0.0 0.364
C -1.603 -4.479 -3.828 0.2 -0.1 0.0 -1.503
C -1.008 -3.184 -4.324 0.0 -0.4 0.1 0.765
C -0.845 -3.057 -5.822 0.0 0.2 -0.1 -0.503
O 0.250 -2.132 -5.920 0.0 -0.1 0.0 -0.312
C 1.002 -2.255 -4.808 -0.1 -0.1 0.1 0.623
O 2.061 -1.750 -4.636 0.2 0.1 0.0 -0.479
O 0.360 -3.030 -3.887 -0.2 0.2 -0.1 -0.347
H -1.354 -4.639 -2.779 -0.1 0.1 0.0 0.382
H -2.687 -4.465 -3.931 0.0 0.0 0.0 0.406
H -1.214 -5.328 -4.390 0.0 0.0 0.0 0.357
H -1.570 -2.328 -3.928 0.0 0.0 -0.1 -0.049
H -1.717 -2.660 -6.333 0.1 0.1 0.0 0.318
H -0.549 -4.002 -6.281 0.0 0.0 0.0 0.315
C -0.483 3.999 7.106 0.0 -0.2 0.0 -1.419
C -1.261 3.858 5.823 0.1 0.0 0.2 0.527
C -2.739 3.573 5.966 -0.1 0.1 0.0 -0.512
O -3.023 2.860 4.744 -0.1 0.0 0.1 -0.301
C -1.885 2.258 4.356 0.0 0.0 0.1 0.544
O -1.824 1.434 3.490 0.1 0.2 -0.2 -0.544
O -0.840 2.685 5.077 0.0 0.1 -0.1 -0.345
H 0.579 3.841 6.923 0.0 0.1 -0.1 0.369
H -0.619 4.996 7.521 0.0 0.0 0.0 0.386
H -0.806 3.267 7.847 0.0 0.0 0.0 0.332
H -1.096 4.724 5.176 0.0 0.0 -0.1 0.284
H -3.361 4.460 6.036 0.0 0.0 -0.2 0.309
H -2.952 2.908 6.805 0.0 0.0 0.0 0.276
```
Forces are in eV/Å.

***

This record from OMol25 describes an isolated molecule of C4H11ClNP. The level of theory is ωB97M-V/def2-TZVPD.

Its largest force on an atom is 3.898 eV/Å. The SMILES is CC(C)[C@H](P)NCl. As for the relative energy (zero: lowest compared OMol25 entry of this formula, charge and spin): 86.96 kJ/mol. The total energy comes out at -1015.19730 Eh. The gap between HOMO and LUMO comes out at 10.4 eV.

Structure (XYZ):
```
18
Properties=species:S:1:pos:R:3:forces:R:3:nbo_charge:R:1
C 1.157 -0.710 -0.787 1.1 -1.4 3.4 -0.600
C -0.242 -0.750 -0.158 -0.9 -2.7 0.3 -0.286
C -0.136 -1.103 1.359 -1.2 3.6 -0.4 -0.612
C -0.900 0.534 -0.430 -0.5 3.9 -0.3 -0.238
P -0.284 1.873 0.877 -0.2 -1.3 0.0 0.265
N -2.384 0.566 -0.262 1.3 0.0 -1.0 -0.572
Cl -3.030 -0.178 -1.709 -0.5 -0.5 -0.3 0.033
H 1.864 0.005 -0.206 -1.2 -1.0 -1.4 0.205
H 1.644 -1.713 -0.703 -0.4 0.7 0.0 0.217
H 1.010 -0.520 -1.784 0.3 0.9 -2.5 0.213
H -0.864 -1.624 -0.598 0.9 1.5 0.1 0.228
H -1.083 -0.855 2.022 2.1 -0.1 -1.4 0.231
H 0.044 -2.105 1.421 0.7 -2.7 0.4 0.209
H 0.795 -0.525 1.535 -0.7 -0.5 1.5 0.202
H -0.527 1.063 -1.419 -1.1 -1.5 1.5 0.208
H -0.262 2.954 0.024 -0.3 0.7 -0.7 -0.037
H 0.959 1.503 0.371 0.7 0.4 0.5 -0.026
H -2.617 1.529 -0.483 -0.2 0.1 0.4 0.361
```
Forces are in eV/Å.